124
Properties=species:S:1:pos:R:3:forces:R:3:lowdin_spin:R:1 method="wB97M-V/def2-TZVPD" e_tot_ev=-166586.8921 orbital_gap_ev="7.23 / 8.44" spin_multiplicity=2 de_lowest_kj_mol=0.00
Ta -0.197121 -0.117746 -0.100690 0.408 -0.857 0.202 0.82
C 1.831642 -1.007452 -3.326978 0.047 -0.047 -0.019 0.00
C 2.468504 -1.335057 -1.988867 -0.039 -0.069 -0.062 0.00
N 1.517885 -1.835640 -0.972054 -0.203 0.490 0.254 0.00
C 0.782871 -3.030551 -1.442447 0.152 -0.088 -0.027 0.00
C 1.644322 -4.228548 -1.821372 -0.006 -0.039 -0.036 0.00
C 2.252305 -2.122519 0.269791 0.018 -0.102 -0.064 0.00
C 1.310674 -2.401940 1.429740 -0.181 -0.065 -0.077 0.01
N 0.020364 -1.719369 1.255709 -0.479 0.623 0.326 0.01
C -0.956213 -2.058045 2.201712 0.423 0.093 -0.321 0.01
C -2.287588 -1.785894 1.897648 -0.116 0.056 -0.167 0.00
F -2.529217 -1.190693 0.709986 -0.164 0.085 -0.031 0.02
C -3.352168 -2.096397 2.705638 -0.091 0.013 -0.035 0.00
F -4.589911 -1.810094 2.277928 0.009 -0.005 0.043 0.00
C -3.154494 -2.705493 3.926369 -0.075 -0.010 0.066 0.00
C -1.849446 -2.978455 4.266152 0.090 -0.050 0.072 0.00
F -1.582592 -3.558323 5.445605 -0.018 0.005 -0.019 0.00
C -0.776340 -2.674386 3.443324 0.123 -0.025 0.156 0.00
F 0.444417 -2.978890 3.914148 0.007 -0.003 0.036 0.00
H 2.597069 -0.622621 -4.002120 -0.014 0.019 0.020 0.00
H 1.058655 -0.247231 -3.226062 -0.035 -0.005 -0.015 0.00
H 1.380010 -1.877902 -3.804288 0.034 0.004 -0.006 0.00
H 2.930999 -0.441717 -1.574086 0.038 0.029 0.025 0.00
H 3.272591 -2.065807 -2.132588 0.000 -0.034 0.031 0.00
H 0.192175 -2.717758 -2.291537 -0.031 0.011 -0.055 0.00
H 0.074659 -3.306624 -0.662030 -0.011 0.010 0.013 0.00
H 2.341284 -4.000093 -2.630978 -0.051 -0.024 0.034 0.00
H 0.987602 -5.028561 -2.169969 0.036 0.022 0.009 0.00
H 2.215770 -4.619818 -0.979435 -0.010 -0.019 -0.015 0.00
H 2.867963 -1.258659 0.487681 0.040 0.119 0.013 0.00
H 2.933418 -2.971151 0.146696 -0.007 -0.005 -0.057 0.00
H 1.806879 -2.076807 2.342347 0.004 0.020 0.064 0.00
H 1.129605 -3.476713 1.524412 0.004 -0.061 -0.014 0.00
H -3.977331 -2.948786 4.583513 0.047 0.002 -0.028 0.00
C -3.270413 6.203931 -3.084961 0.017 -0.010 -0.056 0.00
C -3.848430 5.867083 -1.711040 0.018 -0.067 0.042 0.00
C -3.670971 7.089745 -0.801798 0.023 0.043 0.037 0.00
C -5.344167 5.564527 -1.873380 -0.061 -0.009 -0.013 0.00
C -3.155525 4.654587 -1.088028 -0.012 0.004 0.060 0.00
C -2.165071 3.938932 -1.733499 -0.048 0.020 0.036 0.00
C -1.601520 2.841606 -1.101960 0.132 -0.106 -0.082 0.01
Se -0.299800 1.788180 -2.024212 0.028 0.272 -0.494 0.02
C -1.503792 0.790744 -3.130532 0.132 0.159 -0.038 0.00
C -2.030067 1.376527 -4.273038 -0.053 -0.011 0.028 0.00
C -2.951855 0.679666 -5.030861 0.007 -0.017 0.000 0.00
C -3.297821 -0.596527 -4.580607 -0.045 -0.030 -0.047 0.00
C -2.788055 -1.219579 -3.446352 -0.055 -0.140 -0.018 0.00
C -1.820720 -0.495881 -2.709148 -0.018 -0.322 0.321 0.00
O -1.202701 -1.004526 -1.612028 -0.059 0.562 0.088 0.02
C -3.296759 -2.632820 -3.080432 0.104 0.103 -0.006 0.00
C -3.594067 -2.758481 -1.582597 -0.072 -0.017 0.008 0.00
C -4.594736 -2.967969 -3.826211 -0.046 -0.011 -0.047 0.00
C -2.250274 -3.689402 -3.473107 0.003 0.031 -0.021 0.00
C -3.588381 1.238825 -6.303130 -0.028 -0.030 0.058 0.00
C -5.119229 1.228080 -6.165591 -0.004 0.001 0.029 0.00
C -3.178843 0.366775 -7.497613 -0.003 -0.025 -0.047 0.00
C -3.144700 2.675911 -6.571858 0.032 0.065 0.001 0.00
C -1.951105 2.414946 0.172833 0.248 -0.050 0.223 0.01
O -1.304104 1.363654 0.734357 -0.001 -0.665 -0.342 0.04
C -2.956638 3.130286 0.856740 -0.137 0.134 0.081 0.00
C -3.518324 4.216296 0.190366 -0.053 -0.015 0.064 0.00
C -3.424871 2.743846 2.268377 0.116 -0.044 -0.076 0.00
C -4.536794 3.657210 2.784113 -0.024 0.046 0.032 0.00
C -2.243666 2.830623 3.244774 -0.088 -0.033 0.051 0.00
C -3.966248 1.309874 2.257074 -0.003 -0.035 -0.031 0.00
H -3.784907 7.076811 -3.493051 0.020 -0.027 0.010 0.00
H -2.204117 6.439671 -3.027205 -0.057 -0.007 -0.005 0.00
H -3.404756 5.379539 -3.791261 0.004 0.041 0.028 0.00
H -4.153996 7.964877 -1.246633 0.023 -0.050 0.030 0.00
H -4.112668 6.927507 0.183613 0.017 0.008 -0.040 0.00
H -2.610566 7.316532 -0.662504 -0.050 -0.003 -0.009 0.00
H -5.857817 6.419253 -2.324387 0.029 -0.050 0.033 0.00
H -5.493211 4.693934 -2.518048 0.002 0.045 0.035 0.00
H -5.817588 5.355733 -0.910770 0.028 0.012 -0.060 0.00
H -1.820555 4.209982 -2.722593 -0.002 -0.001 0.022 0.00
H -1.717851 2.378614 -4.537476 -0.005 -0.041 -0.006 0.00
H -4.026996 -1.142538 -5.163529 0.046 0.055 0.024 0.00
H -4.316122 -2.003347 -1.257460 0.049 -0.051 -0.009 0.00
H -4.019623 -3.746277 -1.380442 0.002 0.057 -0.018 0.00
H -2.694686 -2.645984 -0.987951 -0.002 -0.024 -0.039 0.00
H -5.360194 -2.201756 -3.674822 0.041 -0.052 -0.001 0.00
H -4.439290 -3.099424 -4.900360 -0.013 0.007 0.054 0.00
H -4.982187 -3.912799 -3.438977 0.013 0.036 -0.024 0.00
H -1.416691 -3.683056 -2.774661 0.017 0.006 -0.032 0.00
H -2.696683 -4.688280 -3.449870 0.019 0.060 0.027 0.00
H -1.866396 -3.509714 -4.480774 -0.035 -0.030 0.025 0.00
H -5.508705 0.215098 -6.042115 0.023 0.051 -0.002 0.00
H -5.433641 1.817063 -5.299704 0.016 -0.022 -0.048 0.00
H -5.581072 1.656691 -7.059641 0.027 -0.027 0.039 0.00
H -3.517727 -0.664725 -7.372027 0.025 0.058 -0.009 0.00
H -3.617625 0.755983 -8.421420 0.021 -0.024 0.052 0.00
H -2.091835 0.353366 -7.611744 -0.050 0.002 0.000 0.00
H -3.409672 3.339151 -5.742405 0.008 -0.042 -0.061 0.00
H -2.065849 2.743294 -6.737934 -0.059 -0.002 0.013 0.00
H -3.643717 3.048593 -7.469373 0.031 -0.005 0.030 0.00
H -4.297766 4.765969 0.700792 0.033 -0.007 -0.015 0.00
H -4.214358 4.699137 2.862327 -0.010 -0.037 -0.007 0.00
H -5.432810 3.611419 2.158805 0.047 0.007 0.016 0.00
H -4.816099 3.323794 3.785988 -0.009 0.022 -0.032 0.00
H -1.816209 3.838539 3.244319 -0.124 -0.036 0.077 0.00
H -2.583534 2.609543 4.261347 0.002 0.002 -0.052 0.00
H -1.459051 2.116480 2.990656 -0.156 0.055 0.065 0.00
H -4.824490 1.219921 1.585344 0.027 -0.002 0.032 0.00
H -3.198162 0.616056 1.928945 -0.061 0.071 0.033 0.00
H -4.285317 1.020972 3.263562 0.006 0.035 -0.055 0.00
C 5.199743 2.748632 3.748188 0.029 0.042 -0.007 0.00
C 4.139080 1.684011 3.889598 -0.044 0.046 -0.132 0.00
O 3.593921 1.390695 2.577405 -0.015 0.052 0.031 0.00
P 2.043333 1.613285 2.288503 0.212 -0.002 -0.001 0.00
S 1.951159 1.144825 0.284241 -0.238 0.026 -0.011 0.01
S 0.857301 0.774768 3.545741 -0.219 -0.334 0.037 0.00
O 1.946513 3.204936 2.328818 0.083 0.243 -0.184 0.00
C 0.750283 3.854744 1.844895 0.007 -0.055 0.193 0.00
C 0.843196 5.319074 2.186943 0.022 0.055 -0.003 0.00
H 5.644951 2.960301 4.723094 -0.013 -0.006 -0.042 0.00
H 4.763064 3.667398 3.354743 0.012 -0.023 0.023 0.00
H 5.987811 2.420411 3.069092 -0.022 0.006 0.028 0.00
H 3.340494 2.000170 4.559664 -0.052 0.003 0.009 0.00
H 4.547817 0.751122 4.271376 0.022 -0.061 -0.001 0.00
H -0.119083 3.392694 2.312944 0.237 0.035 -0.112 0.00
H 0.682079 3.698983 0.768348 0.056 -0.010 -0.099 0.00
H 0.862905 5.464556 3.267901 -0.001 -0.004 -0.021 0.00
H -0.023946 5.843579 1.779815 0.018 -0.007 0.015 0.00
H 1.747252 5.756088 1.759887 -0.040 0.007 0.006 0.00